Record 1
Below is an isolated molecule of H4N2 in a non-equilibrium geometry, with properties calculated with wB97M-V/def2-TZVPD.

Its charge is 0. Its SMILES is NN. For the HOMO energy, the calculation gives -9.529 eV. The calculation puts the total energy at -111.81915 Ha. The orbital gap is 10.82 eV. As for the energy relative to the best compared isomer or geometry (same formula, charge and spin): 1.253 eV. As for the multiplicity: 1.

The geometry in XYZ format:
```
6
Properties=species:S:1:pos:R:3:mulliken_charge:R:1
N 0.675 0.185 -0.164 -0.417
N -0.693 0.023 -0.260 -0.453
H 1.054 -0.324 -0.803 0.214
H -1.243 -0.710 0.315 0.212
H 1.289 -0.175 0.740 0.197
H -1.082 1.001 0.172 0.247
```

***

Record 2
Below is a structure of composition C2HAuO2 in a non-equilibrium geometry, with properties calculated with wB97M-V/def2-TZVPD.

Its charge is +3. For the HOMO energy (spin up / spin down), the calculation gives -28.593 / -31.598 eV. The calculation puts the total energy at -361.00793 Ha. The expectation value of S² is 3.759. The orbital gap (spin up / spin down) is 9.24 / 7.08 eV. As for the multiplicity: 4.

The geometry in XYZ format:
```
6
Properties=species:S:1:pos:R:3:mulliken_spin:R:1
Au 0.980 -1.509 0.655 0.955
O 0.025 0.018 1.156 0.371
O 0.610 -0.915 -1.223 0.187
C -0.409 0.802 0.355 0.326
C 0.001 0.054 -1.452 1.084
H -1.206 1.550 0.508 0.077
```

***

Record 3
Below is a structure of composition C6H9NO in a non-equilibrium geometry, with properties calculated with wB97M-V/def2-TZVPD.

Its charge is 0. For the HOMO energy, the calculation gives -9.371 eV. The calculation puts the total energy at -363.69596 Ha. The orbital gap is 10.15 eV. As for the energy relative to the best compared isomer or geometry (same formula, charge and spin): 8.933 eV. As for the multiplicity: 1.

The geometry in XYZ format:
```
17
Properties=species:S:1:pos:R:3:mulliken_charge:R:1
O -2.169 -1.132 -0.275 -0.601
N -0.430 0.897 -0.337 -0.326
C 0.469 2.089 -0.614 -1.117
C 1.447 -0.645 0.375 -1.057
C -0.589 -1.295 -0.289 -0.356
C 0.058 -0.188 0.332 1.412
C 2.484 -1.230 0.018 -0.124
C -0.551 0.933 1.108 -0.620
H -0.104 1.815 1.766 0.320
H 0.581 2.403 -1.900 0.232
H 3.555 -1.506 -0.643 0.307
H -0.583 -2.272 0.357 0.329
H -1.638 0.542 1.426 0.184
H -0.237 -1.360 -1.405 0.239
H 0.109 3.052 -0.108 0.351
H -2.564 0.021 -0.362 0.330
H 1.338 2.096 -0.146 0.496
```

***

Record 4
Below is an isolated molecule of C21H29F3N4O in a non-equilibrium geometry, with properties calculated with wB97M-V/def2-TZVPD.

Its charge is 0. Its SMILES is CN(Cc1nc(Cc2cccc(C(F)(F)F)c2)no1)C1CC(C)(C)NC(C)(C)C1. For the HOMO energy, the calculation gives -8.616 eV. The calculation puts the total energy at -1411.48416 Ha. The orbital gap is 9.27 eV. As for the multiplicity: 1.

The geometry in XYZ format:
```
58
Properties=species:S:1:pos:R:3:mulliken_charge:R:1
F 3.948 4.562 2.586 -0.263
F 1.986 5.418 2.403 -0.256
F 3.146 5.763 4.179 -0.284
O -1.979 -0.574 2.182 -0.138
N -0.839 -0.813 2.893 -0.670
N -2.791 -0.309 -0.830 0.219
N -0.411 0.670 1.295 -0.288
N 0.249 -2.088 -3.187 -0.334
C 1.577 -1.139 -1.260 -1.749
C -1.824 -0.829 -3.016 -1.711
C -0.887 -1.543 -5.216 -1.987
C 2.151 2.439 3.115 -0.450
C 1.164 2.464 5.707 -0.638
C 1.592 1.288 3.647 0.475
C 0.230 0.300 -3.978 -1.760
C -1.663 0.320 1.238 0.831
C 1.732 3.613 5.184 -0.692
C 2.824 4.826 3.276 0.943
C -2.649 0.709 0.192 -1.294
C -1.548 -0.648 -1.522 0.045
C 0.069 -0.060 2.339 1.154
C 1.093 1.312 4.945 -0.600
C 0.997 -3.547 -1.457 -2.022
C -0.528 -1.030 -3.813 1.778
C -0.826 -1.900 -1.016 -1.248
C -3.630 -1.415 -0.427 -1.089
C 0.500 -2.123 -1.757 1.664
C 2.225 3.592 3.887 -0.052
C 1.473 0.037 2.817 -1.172
H -3.626 0.877 0.651 0.629
H -0.622 -1.831 0.054 0.435
H -0.894 0.217 -1.391 0.246
H 1.699 -0.845 3.416 0.466
H -2.359 0.042 -3.394 0.433
H 2.136 0.091 1.954 0.308
H 2.434 -1.151 -1.931 0.378
H -1.589 -0.868 -5.700 0.379
H 1.795 4.515 5.773 0.460
H -3.725 -2.108 -1.260 0.325
H -1.336 -2.529 -5.145 0.450
H 2.532 2.446 2.105 0.394
H 1.189 0.123 -4.460 0.400
H -0.346 0.979 -4.602 0.432
H 0.311 -4.274 -1.884 0.480
H 1.114 -2.232 -3.696 0.480
H -4.622 -1.027 -0.192 0.376
H 1.980 -3.704 -1.895 0.459
H -2.458 -1.705 -3.156 0.191
H 1.064 -3.713 -0.385 0.361
H 0.005 -1.616 -5.834 0.452
H -1.459 -2.771 -1.186 0.457
H -2.300 1.634 -0.273 0.289
H 0.643 0.418 5.351 0.467
H 0.413 0.789 -3.026 0.319
H 1.207 -0.121 -1.189 0.336
H 0.775 2.470 6.713 0.397
H -3.257 -1.962 0.449 0.328
H 1.915 -1.440 -0.270 0.462
```

***

Record 5
Below is a cluster of 2 separate species, C7H8NO5P in total in a non-equilibrium geometry, with properties calculated with wB97M-V/def2-TZVPD.

Its charge is -2. For the HOMO energy, the calculation gives 0.336 eV. The calculation puts the total energy at -1043.77867 Ha. The orbital gap is 4.52 eV. As for the energy relative to the best compared isomer or geometry (same formula, charge and spin): 0.180 eV. As for the multiplicity: 1.

The geometry in XYZ format:
```
22
Properties=species:S:1:pos:R:3:mulliken_charge:R:1
P 2.154 -1.759 -2.485 0.870
O 2.194 -2.234 -4.074 -0.530
O -2.613 -1.152 -2.542 -0.577
O 2.964 -0.570 -2.289 -0.724
O 2.398 -2.957 -1.620 -0.768
O -2.622 -2.721 -1.004 -0.582
N -1.985 -1.912 -1.735 0.910
C -0.324 2.479 1.714 -0.684
C 0.203 0.396 0.862 -0.101
C -0.591 -2.061 -1.766 -0.339
C 0.057 1.868 0.488 -0.644
C 0.319 -1.367 -2.435 -0.295
C -0.103 0.246 2.228 -1.038
C -0.444 1.521 2.709 -0.312
H -0.263 -2.994 -1.359 0.431
H -0.631 1.807 3.719 0.397
H 0.783 -0.324 0.238 0.204
H -0.724 3.445 1.776 0.383
H 2.181 -3.125 -3.768 0.295
H -0.156 2.307 -0.474 0.295
H 0.077 -0.543 2.820 0.531
H -0.004 -0.450 -2.946 0.277
```

***

Record 6
Below is an isolated molecule of C2H2ClF3N2S in a non-equilibrium geometry, with properties calculated with wB97M-V/def2-TZVPD.

Its charge is 0. Its SMILES is [H]/N=C(/NC(F)(F)F)SCl. For the HOMO energy, the calculation gives -9.658 eV. The calculation puts the total energy at -1344.90442 Ha. The orbital gap is 9.40 eV. As for the multiplicity: 1.

The geometry in XYZ format:
```
11
Properties=species:S:1:pos:R:3:mulliken_charge:R:1
Cl 0.343 -2.694 -2.528 -0.158
S -0.963 -1.250 -2.081 -0.075
F 1.208 1.678 1.020 -0.260
F -0.781 2.260 1.583 -0.273
F -0.006 0.345 2.179 -0.230
N 0.905 -1.057 0.030 -0.521
N -0.603 0.671 0.006 -0.259
C -0.052 -0.469 -0.473 0.530
C -0.043 1.218 1.179 0.726
H -1.216 1.238 -0.555 0.235
H 1.209 -1.939 -0.360 0.284
```